(1)
Here is C14H56InN28O14 as an isolated structure at a distorted geometry from OMol25. Energies are from ωB97M-V/def2-TZVPD.

XYZ file:
```
113
Properties=species:S:1:pos:R:3
In 10.932 -10.950 6.705
C 7.791 -8.117 5.647
O 8.899 -8.645 5.840
N 6.985 -8.527 4.777
N 7.343 -7.031 6.158
H 7.262 -9.438 4.442
H 6.047 -8.163 4.689
H 6.362 -6.971 5.926
H 7.913 -6.565 6.850
C 9.986 -14.951 6.330
O 9.944 -13.821 6.678
N 10.935 -15.686 5.794
N 8.963 -15.682 6.425
H 11.843 -15.252 5.867
H 10.700 -16.653 5.621
H 9.024 -16.654 6.156
H 8.056 -15.317 6.679
C 11.710 -13.033 3.326
O 11.796 -12.533 4.426
N 12.704 -13.135 2.471
N 10.579 -13.508 2.849
H 13.577 -12.744 2.798
H 12.430 -13.323 1.518
H 9.748 -13.635 3.410
H 10.612 -13.672 1.853
C 14.137 -13.381 6.744
O 13.198 -12.742 7.107
N 15.152 -13.500 7.466
N 14.151 -14.187 5.703
H 16.082 -13.818 7.232
H 14.996 -13.526 8.463
H 15.057 -14.606 5.549
H 13.485 -13.873 5.012
C 11.230 -6.706 7.110
O 11.410 -7.819 6.813
N 10.288 -5.968 6.595
N 11.745 -6.073 8.089
H 10.266 -5.007 6.904
H 9.682 -6.365 5.891
H 11.646 -5.081 8.252
H 12.602 -6.502 8.408
C 8.059 -11.945 3.650
O 8.906 -11.934 4.494
N 7.072 -12.794 3.650
N 8.023 -11.363 2.488
H 6.453 -12.797 2.852
H 7.273 -13.636 4.171
H 7.142 -11.477 2.007
H 8.444 -10.456 2.347
C 6.868 -11.788 7.335
O 7.921 -11.284 7.658
N 6.668 -13.071 7.420
N 5.888 -11.047 6.885
H 5.947 -13.574 6.922
H 7.300 -13.601 8.002
H 6.165 -10.091 7.054
H 4.916 -11.322 6.869
C 14.217 -9.305 5.185
O 13.587 -10.103 5.810
N 14.906 -9.514 4.102
N 14.149 -8.051 5.481
H 15.530 -8.810 3.733
H 14.866 -10.498 3.878
H 14.867 -7.547 4.980
H 13.692 -7.723 6.319
C 12.790 -10.117 10.294
O 12.657 -10.275 9.133
N 13.898 -9.913 10.943
N 11.848 -9.698 11.156
H 14.754 -9.912 10.407
H 13.742 -9.229 11.671
H 10.972 -9.347 10.796
H 12.148 -9.845 12.109
C 10.204 -13.316 9.908
O 10.307 -12.283 9.248
N 9.933 -14.516 9.473
N 10.390 -13.266 11.128
H 10.196 -15.308 10.042
H 9.658 -14.632 8.508
H 10.791 -12.444 11.557
H 10.189 -14.032 11.754
C 10.932 -9.573 2.701
O 11.151 -9.792 3.916
N 10.024 -8.798 2.221
N 11.713 -10.074 1.778
H 9.590 -8.055 2.750
H 9.920 -8.864 1.219
H 11.613 -9.939 0.782
H 12.444 -10.635 2.192
C 11.757 -5.384 3.448
O 11.135 -4.585 4.112
N 12.062 -5.093 2.271
N 11.925 -6.582 3.797
H 12.002 -4.092 2.153
H 12.453 -5.738 1.599
H 12.569 -7.223 3.357
H 11.620 -6.748 4.745
C 8.878 -8.958 9.683
O 9.659 -9.527 8.922
N 7.750 -9.382 10.084
N 9.082 -7.744 10.066
H 7.286 -10.000 9.434
H 7.208 -8.683 10.572
H 9.934 -7.273 9.799
H 8.285 -7.280 10.480
C 17.168 -10.162 8.800
O 16.413 -10.397 9.705
N 16.816 -10.388 7.509
N 18.348 -9.631 9.012
H 15.847 -10.671 7.531
H 17.364 -10.101 6.711
H 19.033 -9.380 8.313
H 18.355 -9.838 10.000
```

Properties
Charge   +3
Energy relative to the best compared isomer or geometry (same formula, charge and spin)   55.4 kcal per mole
HOMO energy   -14.7 eV
HOMO-LUMO gap   3.669 eV
Total energy   -90968.0399 eV
LUMO level   -0.4069 Eh
2S+1   1

=====

(2)
Here is a 14-piece molecular cluster, C14H56N16O14 overall at a distorted geometry from OMol25. Energies are from ωB97M-V/def2-TZVPD.

XYZ file:
```
100
Properties=species:S:1:pos:R:3
C -2.361 1.860 -3.904
O -3.741 1.841 -4.022
N -1.682 2.954 -3.699
N -1.625 0.790 -3.883
H -2.245 3.802 -3.568
H -0.666 3.020 -3.456
H -2.077 -0.158 -4.053
H -0.654 0.796 -3.646
C -3.648 -1.137 3.132
O -2.995 -0.702 1.989
N -3.550 -0.539 4.270
N -4.283 -2.255 3.183
H -3.256 0.480 4.328
H -4.016 -0.950 5.058
H -4.317 -2.825 2.296
H -4.764 -2.607 3.962
C 3.244 -0.644 2.471
O 2.016 -0.904 1.839
N 4.403 -1.150 2.108
N 3.281 0.003 3.574
H 4.323 -1.703 1.212
H 5.298 -0.832 2.411
H 2.446 0.404 3.923
H 4.067 -0.049 4.178
C -3.369 -1.550 -3.308
O -4.553 -0.991 -2.863
N -2.860 -1.407 -4.563
N -2.512 -2.084 -2.447
H -3.498 -0.932 -5.232
H -2.198 -2.089 -4.987
H -2.982 -2.273 -1.555
H -1.587 -2.343 -2.684
C 3.898 0.903 -1.485
O 3.328 2.020 -0.851
N 5.042 0.902 -2.086
N 3.260 -0.265 -1.488
H 5.504 1.830 -1.976
H 5.617 0.123 -2.542
H 2.272 -0.136 -1.157
H 3.293 -0.977 -2.231
C -1.154 4.287 0.307
O -0.229 3.473 -0.280
N -1.137 4.563 1.605
N -2.142 4.798 -0.344
H -0.534 3.995 2.223
H -1.692 5.326 2.053
H -2.230 4.701 -1.385
H -2.593 5.554 0.060
C 3.827 -3.538 0.222
O 4.644 -4.530 0.241
N 4.242 -2.384 -0.197
N 2.712 -3.471 0.806
H 5.242 -2.285 -0.515
H 3.711 -1.516 -0.569
H 2.493 -4.396 1.250
H 2.156 -2.637 0.903
C -0.249 0.043 4.518
O 0.870 0.663 4.977
N -1.014 -0.723 5.204
N -0.574 0.084 3.273
H -0.673 -0.809 6.142
H -2.052 -0.822 4.999
H -0.118 0.749 2.598
H -1.366 -0.447 2.883
C -0.449 0.086 -0.796
O 0.753 -0.597 -0.599
H -0.976 -0.029 0.132
H -1.024 -0.285 -1.627
H -0.212 1.145 -0.982
H 0.912 -0.585 0.359
C -0.734 -2.885 1.010
O -1.464 -3.646 1.901
H -1.137 -2.948 0.025
H 0.283 -3.338 0.926
H -0.610 -1.864 1.368
H -1.124 -3.459 2.790
C 1.495 1.671 -3.520
O 0.900 2.765 -2.768
H 1.439 0.688 -3.066
H 2.515 1.907 -3.739
H 0.952 1.371 -4.415
H 1.265 2.714 -1.863
C -3.345 1.734 -0.645
O -4.155 2.847 -0.471
H -2.394 2.001 -1.079
H -3.849 0.996 -1.268
H -3.154 1.352 0.380
H -3.528 3.604 -0.345
C 1.014 -3.695 -2.136
O 0.366 -2.517 -2.392
H 1.106 -3.967 -1.119
H 2.062 -3.754 -2.499
H 0.403 -4.500 -2.596
H 0.567 -1.897 -1.678
C 1.638 2.388 2.165
O 0.432 1.868 1.542
H 2.542 1.909 1.804
H 1.529 2.198 3.246
H 1.712 3.511 2.063
H 0.295 2.328 0.682
```

Properties
Energy relative to the best compared isomer or geometry (same formula, charge and spin)   221.5 kcal per mole
HOMO energy   -7.9 eV
HOMO-LUMO gap   7.904 eV
Total energy   -67930.8089 eV
LUMO level   0.0004 Eh
2S+1   1

=====

(3)
Here is a 14-piece molecular cluster, C14H56O14 overall at a distorted geometry from OMol25. Energies are from ωB97M-V/def2-TZVPD.

XYZ file:
```
84
Properties=species:S:1:pos:R:3
C -0.879 -14.584 36.180
O 0.343 -14.425 36.846
H -1.740 -14.176 36.712
H -0.799 -14.141 35.181
H -1.209 -15.612 35.963
H 1.108 -14.507 36.237
C -0.209 -15.663 39.978
O 0.637 -14.664 39.447
H 0.009 -15.632 41.048
H -1.267 -15.430 39.820
H -0.025 -16.676 39.604
H 0.387 -14.477 38.507
C 5.263 -14.962 37.261
O 5.216 -14.842 35.838
H 6.223 -15.438 37.477
H 5.145 -13.990 37.744
H 4.432 -15.608 37.544
H 5.822 -14.166 35.489
C 3.698 -11.829 41.540
O 3.806 -10.394 41.513
H 3.130 -12.195 40.690
H 4.675 -12.227 41.811
H 3.101 -12.074 42.426
H 3.417 -10.075 40.682
C 3.276 -8.534 36.398
O 3.049 -7.305 35.719
H 2.822 -8.466 37.389
H 2.832 -9.333 35.796
H 4.313 -8.830 36.580
H 2.509 -6.756 36.287
C -0.624 -11.672 39.875
O -0.721 -12.009 38.490
H -1.273 -10.846 40.166
H -0.972 -12.476 40.530
H 0.419 -11.453 40.103
H -0.126 -12.765 38.431
C 6.121 -10.902 38.825
O 5.706 -9.535 38.753
H 5.729 -11.425 37.958
H 7.215 -10.832 38.724
H 5.924 -11.408 39.772
H 6.003 -9.133 39.577
C 2.490 -16.255 34.640
O 2.507 -15.167 35.526
H 2.282 -16.010 33.600
H 3.414 -16.836 34.752
H 1.833 -17.091 34.914
H 3.424 -14.912 35.726
C 6.099 -11.327 35.500
O 6.109 -12.480 34.649
H 6.565 -10.517 34.938
H 5.091 -11.011 35.780
H 6.628 -11.624 36.401
H 5.808 -12.240 33.769
C 1.633 -12.081 33.720
O 0.672 -11.061 33.525
H 1.986 -12.443 32.755
H 2.496 -11.662 34.249
H 1.186 -12.926 34.254
H 0.459 -10.697 34.401
C -0.037 -8.864 36.437
O 0.017 -10.242 36.114
H 0.231 -8.687 37.481
H 0.664 -8.316 35.806
H -1.027 -8.482 36.176
H -0.384 -10.793 36.795
C 2.872 -12.413 37.950
O 2.217 -11.281 38.536
H 3.806 -12.485 38.500
H 2.283 -13.302 38.192
H 3.032 -12.390 36.871
H 1.485 -10.992 37.974
C 1.662 -8.861 39.775
O 2.997 -8.630 39.329
H 1.362 -8.123 40.513
H 0.965 -8.867 38.932
H 1.627 -9.843 40.250
H 3.360 -9.342 38.787
C 4.040 -15.906 40.906
O 3.003 -14.934 40.859
H 5.005 -15.538 40.550
H 4.133 -16.206 41.950
H 3.719 -16.763 40.308
H 2.431 -15.023 40.086
```

Properties
Energy relative to the best compared isomer or geometry (same formula, charge and spin)   35.0 kcal per mole
HOMO energy   -9.6 eV
HOMO-LUMO gap   10.007 eV
Total energy   -44085.0701 eV
LUMO level   0.0160 Eh
2S+1   1